Entry 1
A cluster of 17 separate species, C4H39NO16 in total. Source: the Open Molecules 2025 dataset; level of theory: ωB97M-V/def2-TZVPD.

Element x y z (Å)
C1 -0.3975 0.0162 -0.4020
C2 -1.5402 -0.0645 -1.4138
C3 -1.3695 -0.6481 -2.6007
C4 -3.2977 1.3222 -0.5003
N1 -2.3419 1.0874 -1.2809
H1 -0.6950 0.5605 0.4628
H2 0.4107 0.3897 -1.0297
H3 -0.0084 -0.9778 -0.1541
H4 -2.1420 -0.5941 -3.3538
H5 -0.5860 -1.3773 -2.7100
H6 -3.8037 2.2759 -0.6916
H7 -3.7965 0.6999 0.2440
H8 -0.6400 1.9619 -4.1331
H9 -1.2037 2.1462 -2.6675
O1 -0.4399 2.2774 -3.2519
H10 1.7575 1.0899 -2.8722
H11 2.6313 0.0100 -2.2380
O2 2.5973 0.6283 -2.9938
H12 -1.7340 -1.6358 1.0735
H13 -3.0467 -1.4387 1.6770
O3 -2.2079 -0.9607 1.5941
H14 -1.1138 -0.1707 2.5699
H15 -0.1482 0.9457 2.2771
O4 -0.5853 0.5362 3.0399
H16 -1.1521 -4.3785 1.0595
H17 -1.7045 -3.6324 -0.1218
O5 -1.7872 -3.6869 0.8398
H18 0.5647 3.8498 -1.2233
H19 1.8145 4.0389 -1.9877
O6 1.5024 3.9916 -1.0777
H20 -1.0929 3.6925 0.2854
H21 -1.9974 3.4692 -0.8821
O7 -1.0618 3.5643 -0.6907
H22 2.9098 -0.8092 -0.2712
H23 3.2505 -1.9012 -1.3714
O8 2.5500 -1.3455 -1.0168
H24 4.1140 1.1198 0.2698
H25 2.6371 0.8753 0.7830
O9 3.5204 0.4700 0.6527
H26 1.2687 -3.0382 2.2631
H27 0.5931 -1.9922 3.1181
O10 0.5123 -2.9269 2.8446
H28 -3.7768 -3.1384 0.0109
H29 -2.9977 -1.7659 -0.2678
O11 -3.7923 -2.2742 -0.4063
H30 2.5179 -0.2598 3.7872
H31 1.0165 0.0340 3.3655
O12 1.6187 -0.5951 3.8285
H32 -2.8374 3.1733 1.5924
H33 -1.7401 2.5068 2.4023
O13 -1.9335 3.3013 1.8863
H34 1.6014 -3.1559 -0.7856
H35 0.5769 -2.9275 -1.7388
O14 0.7056 -3.4835 -0.9606
H36 1.0635 1.8698 -0.2333
H37 1.5498 2.9773 0.5373
O15 1.3599 2.0321 0.6720
H38 4.5266 -1.9419 0.9302
H39 3.4834 -3.0442 0.8178
O16 4.3172 -2.7481 0.4436

Properties
2S+1 = 1
HOMO = -9.41 eV


Entry 2
A cluster of 16 separate species, C4H39NO16 in total. Source: the Open Molecules 2025 dataset; level of theory: ωB97M-V/def2-TZVPD.

Element x y z (Å)
C1 1.7961 1.0227 -0.4641
N1 0.5509 0.9450 -1.2246
C2 -0.3717 -0.0818 -0.7429
C3 -1.5364 -0.2363 -1.7316
C4 -2.7514 -0.8843 -1.1476
O1 -3.4445 -0.3322 -0.3161
H1 2.4054 1.8282 -0.8763
H2 2.3904 0.1070 -0.5088
H3 1.5751 1.2734 0.5708
H4 0.7461 0.7872 -2.2097
H5 -0.7335 0.2245 0.2355
H6 0.1250 -1.0458 -0.6002
H7 -1.7925 0.7658 -2.0816
H8 -1.1958 -0.7670 -2.6208
H9 -3.0562 -1.8719 -1.5133
H10 -0.7679 -3.2170 -0.3526
H11 0.4104 -3.2016 -1.3916
O2 0.0172 -3.6989 -0.6430
H12 4.2307 -2.6680 -1.8216
H13 3.8013 -1.7488 -0.6885
O3 3.7434 -1.8489 -1.6701
H14 -0.9982 3.0940 -2.7880
H15 -2.0239 3.1348 -3.9858
O4 -1.1517 2.8330 -3.7224
H16 -0.4332 -2.7994 1.8855
H17 0.7475 -3.4671 1.2672
O5 0.4866 -3.0359 2.1014
H18 3.0653 -1.1954 1.4881
H19 4.6136 -1.0500 1.4904
O6 3.8922 -1.5159 1.0608
H20 0.7653 0.6076 -4.9352
H21 -0.3150 1.3223 -4.1152
O7 0.2513 0.5146 -4.1272
H22 -2.6247 -3.1036 1.1544
H23 -2.1970 -1.6839 1.5395
O8 -1.9768 -2.4273 0.9169
H24 0.9845 -1.3932 -3.0936
H25 2.1441 -2.0880 -2.3107
O9 1.2335 -2.2214 -2.6657
H26 -1.6847 2.9232 -0.6639
H27 -0.2265 2.5112 -1.0856
O10 -0.8533 3.2956 -1.0384
H28 1.7289 -0.4605 3.3189
H29 1.2170 -1.5218 2.2668
O11 1.6414 -0.6271 2.3616
H30 -3.0167 1.3091 0.1587
H31 -2.1304 1.9803 1.2332
O12 -2.7799 2.1812 0.5430
H32 0.4210 0.9882 4.2927
H33 0.4533 0.1268 5.5608
O13 1.0337 0.5696 4.9331
H34 -1.8367 0.1792 2.7321
H35 -3.3087 -0.0036 2.2605
O14 -2.5704 -0.4627 2.6786
H36 -0.1535 3.6711 0.5543
H37 -0.3973 4.5226 1.8108
O15 0.0706 3.7360 1.5117
H38 -0.2023 2.1971 2.2801
H39 0.3575 0.7187 2.2929
O16 -0.3685 1.2892 2.6363

Properties
2S+1 = 1
HOMO = -9.58 eV


How do the energies compare? Relative to the most stable structure, in eV: entry 1 4.604; entry 2 0.000.